Entry from OMol25: the molecule C4H5N3 at a distorted geometry (wB97M-V/def2-TZVPD).

Net charge ... 0
Frontier orbital gap ... 10.5 eV
Structure (SMILES) ... [H]/N=C/C/N=C\C#N
LUMO energy ... 0.17 eV
E_tot ... -319.628444 Eh

The geometry in XYZ format:
```
12
C4H5N3, DFT wB97M-V/def2-TZVPD
N -2.483 -0.929 -0.075
C -1.512 -0.930 0.555
C 0.681 0.465 -1.059
C 0.368 1.078 0.296
N 0.528 0.095 1.345
C -0.311 -0.855 1.380
N 0.777 -0.788 -1.199
H 0.777 1.187 -1.879
H 1.042 1.921 0.485
H -0.656 1.485 0.248
H -0.154 -1.680 2.072
H 0.944 -1.050 -2.168
```

Entry from OMol25: the molecule C4H5N3 (wB97M-V/def2-TZVPD).

Net charge ... 0
Frontier orbital gap ... 9.8 eV
Structure (SMILES) ... Nc1cncnc1
LUMO energy ... 0.85 eV
E_tot ... -319.686193 Eh

The geometry in XYZ format:
```
12
C4H5N3, DFT wB97M-V/def2-TZVPD
N 0.708 1.663 0.931
C 0.219 0.567 0.213
C 1.033 -0.372 -0.422
N 0.556 -1.516 -0.906
C -0.759 -1.694 -0.817
N -1.647 -0.763 -0.473
C -1.149 0.373 0.004
H 1.708 1.616 1.090
H 0.230 1.794 1.814
H 2.096 -0.172 -0.567
H -1.147 -2.677 -1.076
H -1.849 1.182 0.209
```

Entry from OMol25: the molecule C4H5N3 at a distorted geometry (wB97M-V/def2-TZVPD).

Net charge ... 0
Frontier orbital gap ... 8.7 eV
Structure (SMILES) ... Nc1ncccn1
LUMO energy ... 0.33 eV
E_tot ... -319.582125 Eh

The geometry in XYZ format:
```
12
C4H5N3, DFT wB97M-V/def2-TZVPD
N 2.279 -0.297 -0.106
C 0.955 -0.062 -0.191
N 0.164 -1.138 0.017
C -1.067 -0.862 0.403
C -1.504 0.452 0.517
C -0.801 1.362 -0.281
N 0.491 1.140 -0.599
H 2.937 0.410 -0.378
H 2.582 -1.245 0.058
H -1.791 -1.671 0.448
H -2.414 0.798 0.974
H -1.833 1.112 -0.862
```

Entry from OMol25: a cluster of 2 separate species, C4H5N3 in total at a distorted geometry (wB97M-V/def2-TZVPD).

Net charge ... 0
Frontier orbital gap ... 9.4 eV
LUMO energy ... 0.70 eV
E_tot ... -319.537403 Eh

The geometry in XYZ format:
```
12
C4H5N3, DFT wB97M-V/def2-TZVPD
N -2.589 -0.607 1.365
C -1.549 -0.835 0.900
C -0.222 -1.132 0.401
C -0.334 0.622 -1.317
N 0.716 1.130 -0.749
C 1.585 1.107 0.093
N 0.857 -0.871 1.068
H -0.155 -1.777 -0.473
H -0.182 -0.107 -2.104
H -1.267 1.169 -1.272
H 2.506 1.670 0.154
H 0.634 -0.370 1.933
```

Entry from OMol25: a cluster of 2 separate species, C4H5N3 in total at a distorted geometry (wB97M-V/def2-TZVPD).

Net charge ... 0
Frontier orbital gap ... 9.0 eV
Structure (SMILES) ... C1=NN1.C=CC#N
LUMO energy ... -0.54 eV
E_tot ... -319.481662 Eh

The geometry in XYZ format:
```
12
C4H5N3, DFT wB97M-V/def2-TZVPD
C -0.199 -1.961 0.137
C 2.368 -0.430 -0.132
C -0.860 0.343 0.542
C -0.132 -0.731 0.841
N -0.148 -2.947 -0.452
N 3.017 0.326 -1.022
N 2.863 0.506 0.624
H 2.033 -1.420 -0.104
H -1.323 1.066 1.250
H 2.321 1.137 -1.377
H -1.251 0.560 -0.383
H 0.367 -0.807 1.791
```

Entry from OMol25: the molecule C4H5N3 (wB97M-V/def2-TZVPD).

Net charge ... 0
Frontier orbital gap ... 9.8 eV
Structure (SMILES) ... Nc1cncnc1
LUMO energy ... 0.83 eV
E_tot ... -319.688694 Eh

The geometry in XYZ format:
```
12
C4H5N3, DFT wB97M-V/def2-TZVPD
N -1.966 0.015 -0.486
C -0.628 -0.012 -0.085
C 0.119 1.162 0.059
N 1.444 1.165 0.157
C 2.037 -0.024 0.188
N 1.419 -1.200 0.264
C 0.096 -1.189 0.133
H -2.367 0.938 -0.403
H -2.576 -0.652 -0.027
H -0.355 2.141 0.092
H 3.124 -0.027 0.166
H -0.379 -2.164 0.172
```

Entry from OMol25: the molecule C4H5N3 at a distorted geometry (wB97M-V/def2-TZVPD).

Net charge ... 0
Frontier orbital gap ... 10.6 eV
Structure (SMILES) ... CNC(C#N)C#N
LUMO energy ... 0.60 eV
E_tot ... -319.626287 Eh

The geometry in XYZ format:
```
12
C4H5N3, DFT wB97M-V/def2-TZVPD
C 1.543 -0.457 0.536
N 0.463 -0.335 -0.469
C -0.950 -0.154 -0.092
C -0.927 1.170 0.533
N -0.652 2.204 0.963
C -1.938 -0.185 -1.221
N -2.743 -0.191 -2.055
H 1.173 -0.666 1.543
H 2.207 0.420 0.643
H 2.163 -1.299 0.216
H 0.732 0.315 -1.199
H -1.323 -0.918 0.618
```

Entry from OMol25: the molecule C4H5N3 (wB97M-V/def2-TZVPD).

Net charge ... 0
Frontier orbital gap ... 9.8 eV
Structure (SMILES) ... Nc1ccncn1
LUMO energy ... 0.90 eV
E_tot ... -319.680414 Eh

The geometry in XYZ format:
```
12
C4H5N3, DFT wB97M-V/def2-TZVPD
N 0.225 0.035 -2.040
C -0.174 0.082 -0.735
C -0.254 -1.055 0.092
N -0.410 1.282 -0.196
C -0.349 1.362 1.127
N 0.176 0.439 1.926
C 0.201 -0.782 1.371
H 0.466 -0.851 -2.452
H 0.744 0.835 -2.375
H -0.558 -2.039 -0.243
H -0.747 2.266 1.585
H 0.680 -1.574 1.942
```

Entry from OMol25: the molecule C4H5N3O at a distorted geometry (wB97M-V/def2-TZVPD).

Net charge ... 0
Frontier orbital gap ... 9.4 eV
Structure (SMILES) ... [H]/N=C\N(N)C(=O)C#C
LUMO energy ... -0.36 eV
E_tot ... -394.694825 Eh

The geometry in XYZ format:
```
13
C4H5N3O, DFT wB97M-V/def2-TZVPD
C 0.697 -1.209 -0.180
C -0.575 0.748 -0.111
C -1.864 -0.136 -0.195
C -2.579 -1.173 0.371
H 1.515 1.980 1.011
H 1.900 1.448 -0.746
H -0.265 -1.579 -0.693
H 2.646 -1.107 0.530
H -3.462 -1.858 0.412
N 1.749 1.117 0.298
N 0.640 0.197 0.119
N 1.871 -1.848 -0.144
O -0.779 1.934 -0.218
```

Entry from OMol25: the molecule C4H5N3O (wB97M-V/def2-TZVPD).

Net charge ... 0
Frontier orbital gap (spin up / spin down) ... 8.1 / 8.1 eV
Structure (SMILES) ... N=C=C/N=C\C=N\O
LUMO energy (spin up / spin down) ... 0.23 / 0.23 eV
E_tot ... -394.776680 Eh

The geometry in XYZ format:
```
13
C4H5N3O, DFT wB97M-V/def2-TZVPD
C -0.709 -0.738 1.450
C -1.255 -0.575 0.152
C 1.413 0.131 1.027
C 1.299 0.760 -0.169
N 0.509 -0.461 1.799
N 1.692 1.618 -0.924
N -0.645 0.148 -0.714
O -1.047 0.180 -2.019
H -1.316 -1.231 2.197
H -2.169 -1.118 -0.114
H 2.433 0.063 1.399
H 1.596 1.644 -1.922
H -1.801 -0.420 -2.162
```